Record 1
# C23H32BrN5O3PbSi

A molecular structure, C23H32BrN5O3PbSi at a distorted geometry (wB97M-V/def2-TZVPD, the Open Molecules 2025 dataset).

## Properties
- Frontier orbital gap: 5.80 eV
- Charge: +2
- HOMO: -14.8 eV
- E: -121117.875 eV
- Energy above the lowest of the compared OMol25 structures with the same formula, charge and spin: 0.00 kcal/mol
- LUMO: -0.330 hartree

Geometry (Å):
Pb 1.51822 0.89368 0.99452
C 7.03709 -0.40378 2.62987
C 5.60076 -0.45387 2.97623
C 5.19470 -0.76905 4.27709
C 3.84820 -0.72827 4.66463
C 2.93831 -0.40846 3.69966
Br 1.04941 -0.08321 4.11990
N 3.26888 -0.17520 2.40965
C 4.59598 -0.16002 2.09576
H 7.34715 0.58123 2.34364
H 7.27999 -1.05640 1.80909
H 7.61662 -0.76870 3.48298
H 5.86846 -1.02696 5.05005
H 3.55426 -0.93424 5.68825
H 4.76615 0.20892 1.07606
C -2.58061 -3.48811 2.71253
C -3.09874 -2.19781 2.14654
C -4.48182 -2.13368 1.86650
C -5.07550 -1.11863 1.11587
C -4.24678 -0.04680 0.84954
C -2.84142 -0.11777 1.24471
N -2.27767 -1.24705 1.85315
N -2.02697 0.86938 1.05469
Si -2.39042 2.61625 0.57024
C -0.69465 3.32899 0.16892
C -3.11246 3.41497 2.18660
C -3.63868 2.68677 -0.89543
H -3.02231 -4.29693 2.15710
H -2.96779 -3.61451 3.71922
H -1.51031 -3.52436 2.65757
H -5.10396 -3.01160 2.13933
H -6.13839 -1.17738 0.83113
H -4.59647 0.90299 0.36144
H -0.16605 3.63017 1.09667
H -0.80242 4.21563 -0.48330
H -0.13038 2.57838 -0.40789
H -2.42182 3.42112 3.06280
H -4.06412 2.99938 2.48362
H -3.27982 4.45162 1.88141
H -3.56596 1.86287 -1.59079
H -3.43660 3.65684 -1.41297
H -4.68783 2.69142 -0.52890
C 1.07413 -2.96572 -3.35085
C -0.06675 -2.05298 -3.75292
C 0.03699 -0.53803 -3.34180
C -0.93599 0.28989 -4.18102
C -0.73676 1.76761 -3.91652
C 1.45652 -0.20312 -3.77205
O 1.70427 -0.07807 -4.95863
N 2.41838 -0.11567 -2.77432
C 2.10410 -0.11051 -1.47748
O 3.01087 0.08034 -0.61176
N 0.83118 -0.23544 -1.01233
C -0.27715 -0.32769 -1.83425
O -1.41766 -0.23928 -1.39982
H 0.92898 -3.94858 -3.76737
H 1.18696 -3.07323 -2.26734
H 2.04759 -2.62264 -3.76070
H -0.97246 -2.43478 -3.30853
H -0.18944 -2.03261 -4.82084
H -1.97286 0.02065 -3.97547
H -0.63395 0.14623 -5.21208
H -1.08884 2.08836 -2.91616
H -1.31855 2.36020 -4.60304
H 0.31026 2.06601 -4.02684
H 3.37593 0.09126 -3.11556

Results of the natural (NBO) charge analysis, in e, for atoms 1 through 6: 1.533 -0.640 -0.028 -0.088 -0.269 0.182

=====

Record 2
# C39H31GeN3O5PdS2

A molecular structure, C39H31GeN3O5PdS2 (wB97M-V/def2-TZVPD, the Open Molecules 2025 dataset).

## Properties
- Frontier orbital gap (alpha / beta): 6.30 / 5.87 eV
- Multiplicity: 4
- Charge: -1
- HOMO (alpha / beta): -4.0 / -5.6 eV
- E: -137320.202 eV
- Energy above the lowest of the compared OMol25 structures with the same formula, charge and spin: 0.00 kcal/mol
- LUMO (alpha / beta): 0.084 / 0.009 hartree

Geometry (Å):
Pd 0.45850 -0.53881 0.07824
C 3.58850 -2.18212 3.29280
O 2.45508 -2.44666 4.14075
C 1.31117 -1.76408 4.13436
C 0.37471 -2.14316 5.08612
C -0.83206 -1.47788 5.20725
C -1.16878 -0.42128 4.35864
C -0.31431 -0.02752 3.35331
C -0.72524 1.03092 2.45180
N -0.26892 1.13540 1.25521
N -0.68769 2.23154 0.55235
C -0.28938 2.12534 -0.70181
O 0.33560 1.14762 -1.21573
C -0.63813 3.26153 -1.60312
C -1.69396 4.11571 -1.31117
C -2.01110 5.14486 -2.18302
C -1.27032 5.33319 -3.34174
C -0.21267 4.48221 -3.63360
C 0.09767 3.44283 -2.77075
C 1.01349 -0.64970 3.21760
O 1.84620 -0.21718 2.40626
H 4.21304 -3.06570 3.40407
H 4.10736 -1.30090 3.67198
H 3.29691 -2.05229 2.25752
H 0.62390 -2.96691 5.73884
H -1.53205 -1.79798 5.96604
H -2.12734 0.07165 4.45713
H -1.47662 1.74619 2.78393
H -2.25964 3.95493 -0.40376
H -2.84188 5.80231 -1.95934
H -1.51893 6.14064 -4.01861
H 0.36644 4.62367 -4.53761
H 0.90083 2.75375 -2.98881
O 4.06222 -6.97781 -0.01156
S 3.39006 -6.21808 -1.03015
O 3.75616 -6.43595 -2.40222
N 3.46658 -4.60991 -0.67740
C 2.29592 -4.11457 -0.43009
S 2.07901 -2.46741 -0.02340
C 1.16890 -5.10821 -0.50322
C -0.18163 -4.91347 -0.28938
C -1.03984 -5.99279 -0.44885
C -0.54694 -7.24570 -0.80237
C 0.81453 -7.44773 -1.00166
C 1.64306 -6.35656 -0.84453
H -0.54045 -3.93837 -0.01766
H -2.10332 -5.85350 -0.30573
H -1.23184 -8.07427 -0.92184
H 1.20682 -8.41762 -1.27089
C -2.27110 -2.50921 1.51460
Ge -1.80448 -1.48853 -0.11068
C -3.14207 -0.05977 -0.30241
C -4.17143 0.14876 0.61194
C -5.08446 1.18303 0.44502
C -4.97448 2.03359 -0.64254
C -3.94962 1.84604 -1.56019
C -3.04476 0.81196 -1.38692
C -2.00255 -2.64681 -1.70284
C -0.95958 -2.71344 -2.58557
C -0.92321 -3.65511 -3.64042
C -1.93607 -4.55158 -3.79124
C -3.05895 -4.50793 -2.92319
C -4.13069 -5.42194 -3.07547
C -5.22456 -5.36654 -2.26312
C -5.29864 -4.37362 -1.26288
C -4.27188 -3.49203 -1.08985
C -3.10644 -3.53741 -1.89707
H -3.06042 -3.24023 1.33968
H -2.59374 -1.81522 2.29044
H -1.39129 -3.02621 1.89058
H -4.27144 -0.50321 1.47228
H -5.87988 1.32402 1.16692
H -5.68250 2.84241 -0.77472
H -3.84874 2.51317 -2.40664
H -2.24338 0.68500 -2.10678
H -0.09126 -2.06172 -2.44790
H -0.06193 -3.68378 -4.29559
H -1.90236 -5.31105 -4.56253
H -4.06341 -6.16790 -3.85790
H -6.03627 -6.07027 -2.38975
H -6.17835 -4.30452 -0.63719
H -4.35672 -2.72013 -0.33678

Results of the Mulliken charge analysis, in e, for atoms 1 through 6: -0.779 -0.369 -0.408 0.178 -0.710 -0.539

=====

Record 3
# C30H21F9N3O6S4SbTi

A molecular structure, C30H21F9N3O6S4SbTi (wB97M-V/def2-TZVPD, the Open Molecules 2025 dataset).

## Properties
- Frontier orbital gap (alpha / beta): 7.47 / 7.70 eV
- Multiplicity: 2
- Charge: +1
- HOMO (alpha / beta): -11.1 / -11.1 eV
- E: -145651.799 eV
- LUMO (alpha / beta): -0.134 / -0.127 hartree

Geometry (Å):
Ti 0.41215 0.30768 0.48381
F 0.92432 -2.28637 1.67803
C 0.82832 -1.55313 2.78706
F 1.68906 -0.51410 2.61703
F 1.16793 -2.24162 3.83977
S -0.92529 -0.89384 2.92559
O -1.22916 -0.58978 1.50534
O -1.63929 -1.91980 3.57909
N -0.83615 0.44632 3.74069
S -0.73658 1.79955 2.92974
O 0.45209 1.75051 2.02410
O -1.92961 2.28024 2.32209
C -0.24193 3.01584 4.23455
F 0.03629 4.14627 3.59830
F -1.26056 3.18838 5.05375
F 0.81923 2.58738 4.89087
O 0.16913 -3.50539 -1.15412
C 1.21705 -3.50477 -2.01793
C 1.51537 -4.63182 -2.77954
C 2.60878 -4.64151 -3.62169
C 3.43314 -3.52468 -3.71801
C 3.14056 -2.40753 -2.96634
C 2.03118 -2.36960 -2.11395
C 1.77155 -1.14241 -1.35138
O 0.51822 -0.88303 -0.97139
N 2.74772 -0.33987 -1.07463
N 2.29258 0.80341 -0.38316
C 3.10625 1.80496 -0.45645
S 2.70679 3.30439 0.33070
C 3.86591 4.27657 -0.67242
C 5.09976 3.42208 -0.88210
S 4.56670 1.76081 -1.38686
H -0.26032 -4.36790 -1.18135
H 0.87886 -5.50532 -2.69514
H 2.82164 -5.52769 -4.20434
H 4.29111 -3.52812 -4.37482
H 3.76886 -1.52963 -3.03052
H 4.09211 5.18946 -0.12387
H 3.39017 4.53482 -1.61800
H 5.68353 3.34144 0.03402
H 5.73439 3.82124 -1.67186
F -0.72072 8.21438 -0.04456
C -0.78213 6.89959 -0.28778
C -0.00569 6.37341 -1.30402
C -0.07785 5.01073 -1.54715
C -0.91182 4.19226 -0.78665
C -1.68140 4.75722 0.22702
C -1.62390 6.11854 0.48188
Sb -0.91748 2.12521 -1.17213
C -0.25994 2.09959 -3.17214
C 0.96099 1.54730 -3.54535
C 1.37295 1.55929 -4.87083
C 0.54013 2.13485 -5.81042
F 0.92641 2.15412 -7.09165
C -0.68129 2.69282 -5.47738
C -1.07460 2.67001 -4.15035
C -2.95867 1.67545 -1.35485
C -3.34787 0.33739 -1.32373
C -4.68270 -0.01120 -1.44433
C -5.61416 1.00114 -1.58878
F -6.90705 0.67317 -1.69533
C -5.26294 2.33729 -1.62470
C -3.92160 2.66812 -1.50625
H 0.62400 7.02814 -1.89055
H 0.51665 4.59480 -2.35324
H -2.33880 4.14558 0.83107
H -2.22037 6.57642 1.25870
H 1.61755 1.09453 -2.81414
H 2.31656 1.12912 -5.17679
H -1.30134 3.12753 -6.24886
H -2.03570 3.09876 -3.88930
H -2.61467 -0.45405 -1.20456
H -5.00926 -1.04127 -1.42172
H -6.02888 3.09119 -1.74023
H -3.64074 3.71469 -1.52947

Results of the natural (NBO) charge analysis, in e, for atoms 1 through 6: 1.517 -0.276 0.724 -0.303 -0.259 2.245

=====

Record 4
# C21H20ClN5O2S

C21H20ClN5O2S in the gas phase at a distorted geometry (wB97M-V/def2-TZVPD, the Open Molecules 2025 dataset).

## Properties
- Frontier orbital gap: 7.82 eV
- HOMO: -8.1 eV
- E: -57003.252 eV
- Energy above the lowest of the compared OMol25 structures with the same formula, charge and spin: 0.00 kcal/mol
- SMILES string: CCOc1nc(-c2ccc(Cl)s2)nc2cc(C(=O)NCCCc3ncc[nH]3)ccc12
- LUMO: -0.010 hartree

Geometry (Å):
C -0.30676 -3.06175 4.88977
C -1.59477 -2.81723 4.09261
O -1.37860 -2.38519 2.67607
C -1.26186 -1.03907 2.38424
N -1.86348 -0.10698 3.14115
C -1.79166 1.18631 2.85233
C -2.72780 1.99907 3.52535
C -3.37428 1.89677 4.76683
C -4.18483 3.08917 5.09184
C -4.07799 4.05105 4.05536
Cl -4.91366 5.56502 4.30707
S -2.99747 3.59966 2.72300
N -1.04692 1.65740 1.84227
C -0.28212 0.77298 1.09988
C 0.60978 1.21362 0.22000
C 1.26809 0.35561 -0.64771
C 2.19937 0.97201 -1.69583
O 2.54967 2.19218 -1.70454
N 2.90466 0.11891 -2.41932
C 4.07279 0.33462 -3.24295
C 3.66641 -0.19407 -4.63967
C 2.28502 0.43559 -5.16573
C 1.00902 -0.18386 -4.67113
N 0.91121 -1.24998 -3.90340
C -0.41213 -1.47599 -3.82609
C -1.11129 -0.44947 -4.34974
N -0.23920 0.33905 -4.87826
C 1.11080 -1.07701 -0.35501
C 0.27337 -1.59459 0.59179
C -0.43182 -0.60428 1.31249
H -0.73500 -3.29714 5.86834
H 0.28584 -2.12274 4.89214
H 0.35898 -3.86300 4.50161
H -2.23697 -2.05496 4.65528
H -2.13864 -3.83265 3.99508
H -3.19251 0.98560 5.45285
H -4.82356 3.16372 5.93027
H 0.65211 2.25889 0.07821
H 2.43568 -0.77968 -2.69959
H 4.98836 -0.11521 -2.88211
H 4.30344 1.36420 -3.42082
H 3.57303 -1.30139 -4.62665
H 4.53138 0.08205 -5.30284
H 2.35496 1.53774 -5.00743
H 2.25253 0.39896 -6.25280
H -0.77542 -2.33094 -3.27792
H -2.25185 -0.31708 -4.34314
H -0.44555 1.20514 -5.45809
H 1.71502 -1.82852 -0.90957
H 0.28460 -2.69257 0.73448

Results of the natural (NBO) charge analysis, in e, for atoms 1 through 6: -0.639 -0.070 -0.519 0.595 -0.532 0.362